1.
Density functional theory data (the ωB97M-V functional and the def2-TZVPD basis) for a structure of composition C26H38Cl3N12NaS2Si.

Structure (XYZ):
```
83
Properties=species:S:1:pos:R:3:lowdin_charge:R:1
Na 0.70 -0.28 -0.62 0.170
C 1.49 -4.98 -4.57 -0.100
C 2.10 -3.85 -5.38 -0.284
N 1.51 -2.55 -5.11 -0.062
C 1.71 -1.89 -3.92 -0.866
S 0.60 -0.65 -3.55 0.558
N 2.76 -2.33 -3.23 -0.030
N 2.93 -1.62 -2.09 0.021
C 3.92 -1.91 -1.32 -0.296
C 4.92 -2.99 -1.62 -0.058
C 4.04 -1.11 -0.09 -0.237
C 5.12 -1.29 0.78 -0.041
C 5.21 -0.52 1.93 -0.090
C 4.23 0.42 2.18 -0.065
C 3.18 0.54 1.27 -0.141
N 3.08 -0.21 0.18 0.102
H 1.98 -5.93 -4.79 0.059
H 0.42 -5.08 -4.78 0.068
H 1.60 -4.77 -3.51 0.064
H 1.99 -4.04 -6.46 0.098
H 3.17 -3.78 -5.17 0.091
H 0.60 -2.37 -5.50 0.082
H 4.61 -3.51 -2.52 0.049
H 4.98 -3.71 -0.80 0.071
H 5.92 -2.59 -1.77 0.072
H 5.88 -2.03 0.55 0.089
H 6.04 -0.66 2.61 0.093
H 4.25 1.05 3.06 0.097
H 2.39 1.26 1.45 0.032
C -2.90 4.99 2.39 -0.104
C -1.57 5.31 3.07 -0.286
N -0.41 5.06 2.24 -0.066
C 0.05 3.78 1.97 -0.911
S 1.16 3.64 0.67 0.475
N -0.47 2.85 2.75 -0.041
N 0.07 1.60 2.58 0.042
C -0.62 0.65 3.08 -0.316
C -1.96 0.82 3.75 -0.055
C -0.04 -0.71 3.01 -0.253
C -0.21 -1.59 4.09 -0.041
C 0.34 -2.85 4.04 -0.075
C 1.06 -3.22 2.91 -0.089
C 1.17 -2.30 1.89 -0.184
N 0.63 -1.08 1.92 0.117
H -3.75 5.17 3.07 0.061
H -2.92 3.94 2.09 0.044
H -3.05 5.61 1.50 0.063
H -1.47 4.71 3.97 0.093
H -1.54 6.36 3.37 0.096
H -0.21 5.70 1.50 0.074
H -2.49 1.65 3.30 0.057
H -1.84 1.06 4.82 0.076
H -2.55 -0.09 3.65 0.053
H -0.78 -1.26 4.95 0.105
H 0.21 -3.54 4.86 0.100
H 1.48 -4.21 2.80 0.096
H 1.70 -2.56 0.98 0.101
C -2.18 1.36 0.20 -0.168
N -1.59 0.86 -1.05 -0.091
C -2.58 0.03 -1.74 -0.193
N -3.81 0.79 -2.04 -0.083
C -4.35 1.29 -0.77 -0.180
N -3.40 2.14 -0.05 -0.078
C -3.03 3.26 -0.92 -0.188
N -2.47 2.82 -2.20 -0.084
C -1.27 2.02 -1.90 -0.181
C -3.44 1.95 -2.86 -0.191
H -1.45 1.99 0.70 0.085
H -2.42 0.51 0.83 0.095
H -2.85 -0.82 -1.11 0.052
H -2.15 -0.35 -2.67 0.090
H -4.60 0.43 -0.14 0.124
H -5.26 1.86 -0.97 0.114
H -2.29 3.88 -0.41 0.112
H -3.93 3.86 -1.12 0.117
H -0.54 2.64 -1.39 0.071
H -0.84 1.66 -2.84 0.080
H -3.01 1.59 -3.80 0.123
H -4.34 2.53 -3.07 0.113
Cl -3.15 -3.73 -1.40 -0.068
Si -1.50 -3.16 -0.06 -0.377
Cl -2.77 -2.35 1.56 0.007
Cl -1.18 -5.16 0.82 -0.078
```

* total charge: -2
* frontier orbital gap: 0.2257 Ha
* energy above the lowest of the compared OMol25 structures with the same formula, charge and spin: 0.7560 eV

2.
Density functional theory data (the ωB97M-V functional and the def2-TZVPD basis) for a cluster of 2 separate species, C9H13NO2 in total.

Structure (XYZ):
```
25
Properties=species:S:1:pos:R:3:lowdin_charge:R:1
C -2.49 0.03 1.34 -0.095
C -1.63 0.61 0.38 -0.360
C -1.02 -0.04 -0.68 -0.012
C -0.04 0.70 -1.53 -0.012
C 0.09 2.02 -1.33 -0.397
O 1.11 2.70 -1.90 -0.001
C -0.66 2.70 -0.33 -0.024
C -1.45 1.99 0.48 -0.063
H -1.93 -0.43 2.22 0.106
H -3.10 -0.76 0.90 0.086
H -3.23 0.73 1.88 0.110
H -1.19 -1.06 -0.88 0.087
H 0.31 0.07 -2.42 0.139
H 0.93 3.74 -1.52 0.204
H -0.54 3.83 -0.36 0.129
H -2.09 2.42 1.27 0.120
C 1.15 -2.40 1.04 0.019
C 2.52 -2.41 0.41 -0.563
N 2.49 -1.81 -0.83 0.161
O 3.48 -2.83 1.02 0.062
H 0.40 -2.33 0.36 0.023
H 0.85 -1.31 1.43 0.149
H 1.03 -3.05 1.66 -0.023
H 3.33 -1.67 -1.43 0.134
H 1.69 -1.43 -1.19 0.017
```

* SMILES: Cc1ccc(O)cc1.CC(N)=O
* frontier orbital gap: 0.3398 Ha
* energy above the lowest of the compared OMol25 structures with the same formula, charge and spin: 3.0218 eV

3.
Density functional theory data (the ωB97M-V functional and the def2-TZVPD basis) for a cluster of 3 separate species, C4H11N2O in total.

Structure (XYZ):
```
18
Properties=species:S:1:pos:R:3:lowdin_charge:R:1
C 6.88 4.03 -8.19 -0.044
C -6.04 -2.55 6.79 0.045
C 5.55 3.79 -8.21 -0.320
C -5.48 -2.45 5.55 -0.023
N -2.88 -3.09 6.63 0.025
N 4.74 2.74 -7.75 0.012
O -5.19 -2.05 4.51 0.365
H -2.73 -3.29 7.63 0.050
H 7.51 3.08 -8.12 0.068
H 7.22 4.88 -8.70 0.006
H -7.07 -2.20 6.71 0.155
H -5.41 -1.96 7.47 0.150
H -6.08 -3.52 7.24 0.133
H 4.99 4.65 -8.60 0.095
H -2.12 -2.46 6.40 0.032
H -2.92 -4.01 6.13 0.068
H 3.91 2.50 -8.28 0.077
H 5.12 1.92 -7.22 0.105
```

* total charge: +1
* frontier orbital gap: 0.1210 Ha
* energy above the lowest of the compared OMol25 structures with the same formula, charge and spin: 4.3646 eV

4.
Density functional theory data (the ωB97M-V functional and the def2-TZVPD basis) for an isolated molecule of C5H8N2.

Structure (XYZ):
```
15
Properties=species:S:1:pos:R:3:lowdin_charge:R:1
C -0.20 1.22 1.97 -0.062
C 0.12 0.54 0.68 -0.315
C 1.33 0.42 0.06 -0.088
N 1.17 -0.31 -1.13 0.080
C -0.13 -0.70 -1.18 -0.426
N -0.72 -1.82 -1.72 0.096
C -0.84 -0.09 -0.17 -0.065
H -0.94 2.01 1.80 0.076
H -0.63 0.53 2.70 0.079
H 0.70 1.66 2.40 0.072
H 2.28 0.84 0.33 0.105
H 1.93 -0.78 -1.60 0.146
H -1.53 -1.76 -1.06 0.100
H -0.70 -2.01 -2.72 0.089
H -1.85 0.25 -0.36 0.114
```

* SMILES: Cc1c[nH]c(N)c1
* frontier orbital gap: 0.3014 Ha
* energy above the lowest of the compared OMol25 structures with the same formula, charge and spin: 1.4539 eV

How do the records compare in F_max? In the order shown, they have 0.5, 11.3, 7.0, 2.6 eV/Å.